{"formula": "C5H6O", "method": "wB97M-V/def2-TZVPD", "symbols": ["O", "C", "C", "C", "C", "C", "H", "H", "H", "H", "H", "H"], "xyz": [[-1.22392, 1.26896, -0.18720], [-0.86717, 0.20392, 0.65504], [-0.83867, -1.21442, -0.04281], [0.52564, 0.01151, 1.06117], [1.44896, 0.42300, 0.11586], [2.30465, 0.90328, -0.61055], [-0.44264, 1.54501, -0.69468], [-1.59202, 0.22125, 1.47487], [-0.72967, -1.06656, -1.11585], [-1.73609, -1.79077, 0.18805], [0.01739, -1.83828, 0.27906], [3.13355, 1.33310, -1.12296]], "atomic_forces_ev_per_a": [[0.2, 0.0, -0.3], [0.2, 0.0, 0.3], [0.1, -0.5, -0.1], [-0.2, 0.1, 0.0], [0.5, 0.4, -0.2], [-0.4, -0.1, 0.5], [-0.2, -0.1, 0.1], [0.3, -0.1, -0.2], [-0.1, 0.1, 0.0], [0.0, 0.2, 0.0], [-0.3, 0.2, -0.1], [0.0, -0.1, -0.1]], "nbo_charge": [-0.706, -0.009, -0.622, 0.042, -0.189, -0.163, 0.476, 0.202, 0.231, 0.241, 0.253, 0.244], "largest_force_ha_per_bohr": 0.0137, "e_tot_ha": -269.163258, "spin_multiplicity": 1, "de_lowest_kcal_mol": 114.8}